(1)
Molecular formula: C3HBrNO3
Method: DFT, ωB97M-V/def2-TZVPD

XYZ file:
```
9
Properties=species:S:1:pos:R:3:forces:R:3:lowdin_charge:R:1
C 0.382782 1.178080 -0.385691 0.23 -5.58 1.25 -0.5025
C 0.153768 2.360255 -0.865279 0.85 5.12 -1.21 -0.3763
C -0.433505 -1.686407 1.634448 -0.61 -0.92 -0.28 -0.4752
N -0.807541 -2.394193 0.726888 0.21 -0.36 -1.06 0.1582
O 0.623026 3.486527 -1.018563 -1.25 -1.76 0.21 -0.0386
O -0.234456 -1.218609 2.678927 0.32 0.46 0.28 0.1334
O 0.098229 0.128332 0.163067 0.20 2.38 -0.13 -0.0861
Br 0.826580 0.492294 -2.648849 0.12 0.20 -0.39 0.0948
H -0.608883 -2.346280 -0.284949 -0.05 0.46 1.33 0.0923
```
Forces are in eV/Å.

Calculated values
HOMO = -0.1409 Eh
Largest force on an atom = 0.1113 hartree/bohr
Relative energy (zero: lowest compared OMol25 entry of this formula, charge and spin) = 85.1 kJ/mol
E_tot = -80801.9741 eV
Net charge = -1
E_LUMO = 3.3597 eV



(2)
Molecular formula: C5H8O
Method: DFT, ωB97M-V/def2-TZVPD

XYZ file:
```
14
Properties=species:S:1:pos:R:3:forces:R:3:lowdin_charge:R:1
C 1.429280 1.561779 -0.585736 -0.05 0.14 -0.08 -0.1302
C -0.004838 1.951430 -0.269420 0.13 -0.29 -0.32 -0.0708
C -0.250053 -1.050919 1.018335 0.13 -0.08 0.16 -0.0868
C -1.510148 -1.334727 0.236793 -0.10 -0.05 -0.05 -0.0831
C -0.472184 -0.426077 -0.317718 0.10 -0.09 -0.09 -0.3276
O -0.851394 0.951681 -0.262896 0.14 0.37 0.14 -0.0913
H 1.931844 1.120583 0.288422 -0.22 0.09 -0.01 0.0866
H 1.956759 2.478577 -0.856096 0.02 -0.15 0.14 0.0570
H 1.547236 0.846332 -1.410969 -0.14 0.04 0.10 0.0675
H 0.503511 -1.824878 1.102430 -0.09 0.03 0.00 0.1034
H -0.342984 -0.398826 1.883699 0.05 -0.11 -0.21 0.1149
H -1.626881 -2.315597 -0.213076 -0.02 0.18 0.05 0.1044
H -2.422461 -0.849641 0.574921 0.17 -0.15 -0.06 0.1139
H 0.112315 -0.709718 -1.188688 -0.12 0.05 0.22 0.1422
```
Forces are in eV/Å.

Calculated values
HOMO = -0.2978 Eh
Largest force on an atom = 0.0089 hartree/bohr
Relative energy (zero: lowest compared OMol25 entry of this formula, charge and spin) = 393.3 kJ/mol
E_tot = -7358.1793 eV
Net charge = 0
E_LUMO = 0.9891 eV



(3)
Molecular formula: C23H27Cl5GaN3O
Method: DFT, ωB97M-V/def2-TZVPD

XYZ file:
```
60
Properties=species:S:1:pos:R:3:forces:R:3:lowdin_charge:R:1
Ga -0.798859 -0.180678 0.222955 0.49 -0.09 -0.57 0.5767
C 3.500996 -4.663585 -1.130619 -0.10 0.05 0.00 -0.0444
C 3.216793 -3.421542 -0.272763 0.20 -0.11 0.08 -0.3685
C 3.656230 -3.691625 1.165336 -0.05 0.14 -0.11 -0.0665
C 1.775276 -2.983531 -0.394971 -0.07 0.08 -0.01 -0.1530
C 0.960882 -2.754166 0.700865 0.22 0.12 -0.03 0.0167
C -0.399996 -2.430273 0.541950 -0.38 0.19 -0.16 -0.0960
C -1.000324 -2.365116 -0.754453 0.17 -0.14 0.25 -0.3118
C -2.494164 -2.421133 -0.927479 -0.17 0.08 -0.01 -0.0157
C -0.129950 -2.492734 -1.849346 -0.02 -0.07 -0.09 -0.0246
C 1.201892 -2.798385 -1.669261 -0.04 0.00 0.07 0.0150
H 4.560681 -4.904733 -1.074700 0.01 -0.01 -0.02 0.0935
H 3.247960 -4.523809 -2.180654 0.03 -0.02 -0.01 0.0737
H 2.941799 -5.521854 -0.755670 -0.02 -0.01 0.00 0.0989
H 3.825285 -2.598088 -0.668031 -0.02 0.00 -0.01 0.1504
H 3.086065 -4.515292 1.599386 -0.01 0.00 0.02 0.0971
H 3.553733 -2.813175 1.804211 0.03 -0.01 0.04 0.0820
H 4.704871 -3.981766 1.170233 0.01 0.01 0.03 0.0934
H 1.349294 -2.883489 1.701510 -0.03 0.05 0.02 0.1250
H -1.057861 -2.512118 1.405587 -0.02 0.10 0.02 0.1449
H -3.013810 -2.358808 0.026499 -0.01 0.08 -0.05 0.0783
H -2.758463 -3.375541 -1.385874 0.09 -0.02 -0.02 0.1176
H -2.869468 -1.637542 -1.588067 -0.03 -0.02 0.00 0.1056
H -0.535424 -2.438798 -2.853121 -0.01 0.02 0.01 0.1441
H 1.827316 -2.923943 -2.544573 -0.02 -0.04 -0.01 0.1365
Cl -3.599791 1.738658 6.321350 0.02 -0.04 0.01 0.7577
C -3.252096 1.161891 4.753267 -0.01 -0.05 -0.02 -0.6951
C -1.964106 1.289465 4.237454 -0.03 0.04 0.09 -0.6942
Cl -0.695970 1.961631 5.167246 0.03 -0.01 -0.04 0.7577
C -1.730736 0.872326 2.935716 -0.46 -0.07 0.05 -0.5300
Cl -0.133034 0.958327 2.247907 0.50 0.00 0.08 0.9208
C -2.725983 0.346490 2.118333 0.08 0.07 0.08 -0.4027
O -2.493321 0.046383 0.826205 0.12 -0.08 -0.21 -0.1382
C -3.985712 0.137540 2.676366 -0.04 0.07 0.04 -0.6047
Cl -5.181840 -0.628969 1.722970 -0.03 0.02 -0.08 0.7843
C -4.252983 0.550819 3.982436 0.13 0.06 -0.01 -0.6809
Cl -5.804514 0.320753 4.643336 -0.02 0.00 -0.03 0.7727
C -0.839182 4.974774 -1.278997 0.07 -0.16 0.12 -0.1311
C -1.736927 4.153929 -0.372062 0.07 0.25 0.09 -0.1295
N -1.306075 2.746386 -0.399965 0.03 -0.05 -0.18 0.1048
C -0.131062 2.326622 -0.900810 -0.13 0.09 0.20 -0.3547
N 0.061039 0.986069 -1.043789 -0.45 -0.54 0.53 0.0088
C 1.105385 0.488159 -1.966848 0.04 0.04 -0.12 -0.1855
C 1.748377 1.622766 -2.744647 -0.02 0.04 0.26 -0.1245
C 2.078816 2.741986 -1.771278 0.04 -0.24 -0.12 -0.1003
N 0.823498 3.202692 -1.180674 -0.08 0.00 -0.03 -0.0125
C 0.599844 4.631812 -0.931892 -0.15 0.14 -0.02 -0.0994
H -1.026595 6.036772 -1.137988 -0.01 0.00 0.03 0.1345
H -1.026704 4.725492 -2.324979 -0.03 0.07 -0.02 0.1320
H -2.773949 4.206282 -0.697985 0.00 -0.11 0.02 0.1365
H -1.683316 4.522860 0.653947 -0.03 0.01 -0.02 0.1307
H -2.041095 2.058081 -0.342911 -0.04 -0.03 -0.03 0.1227
H 0.635191 -0.209188 -2.658035 0.06 0.01 0.01 0.1076
H 1.866987 -0.054780 -1.400850 -0.01 0.02 0.00 0.1202
H 1.058782 2.000968 -3.501260 0.06 -0.01 -0.07 0.1344
H 2.648330 1.260588 -3.238422 -0.02 0.00 -0.05 0.1345
H 2.543845 3.582824 -2.279387 -0.02 0.04 0.05 0.1355
H 2.761000 2.386432 -0.993197 0.01 0.09 0.01 0.1420
H 1.306686 5.199221 -1.531859 0.02 -0.06 -0.03 0.1343
H 0.796456 4.845661 0.122354 0.07 0.04 -0.04 0.1427
```
Forces are in eV/Å.

Calculated values
HOMO = -0.5142 Eh
Largest force on an atom = 0.0171 hartree/bohr
Relative energy (zero: lowest compared OMol25 entry of this formula, charge and spin) = 0.0 kJ/mol
E_tot = -145782.8419 eV
Net charge = +2
E_LUMO = -6.7115 eV



(4)
Molecular formula: C9H10N2O2
Method: DFT, ωB97M-V/def2-TZVPD

XYZ file:
```
23
Properties=species:S:1:pos:R:3:forces:R:3:lowdin_charge:R:1
C 2.751348 1.064596 0.252695 -3.13 0.15 0.34 -0.0344
C 1.775968 2.093428 0.235169 -0.44 -3.06 -1.00 -0.0505
C 2.361350 -0.287355 0.291844 -0.19 2.29 -0.10 0.0032
C 0.472662 1.763600 0.037447 -1.57 -1.40 0.70 -0.0013
C 0.990215 -0.608273 0.294715 2.63 0.68 0.02 -0.1429
C 0.040507 0.427308 0.151087 2.43 -1.08 0.37 -0.1443
C 0.458723 -1.979162 0.511070 -1.71 1.72 -4.14 -0.0999
C -1.053434 -1.754993 0.499221 1.14 3.50 1.66 -0.0625
C -1.177645 -0.229348 0.225105 -2.04 -0.53 -1.52 -0.0964
N -1.774621 -0.204301 -2.102011 0.48 -1.30 0.62 0.1293
N -2.444936 0.479084 0.289521 1.24 -1.06 1.00 -0.4107
O -3.424555 -0.190856 0.518664 -0.91 -0.41 -0.02 0.0756
O -2.423089 1.689035 0.210131 -0.20 0.94 -0.26 0.0498
H 3.715560 1.436941 0.268835 2.14 -0.08 0.08 0.0795
H 1.986004 3.082485 0.167844 1.18 2.80 0.04 0.0744
H 3.215529 -0.910238 0.342653 0.12 -1.43 0.07 0.0997
H -0.389212 2.362718 -0.073885 -0.11 1.61 -0.13 0.0909
H 0.681376 -2.614581 -0.352478 0.50 -0.17 0.45 0.1397
H 0.772606 -2.320665 1.398681 1.34 -1.77 3.02 0.0830
H -1.505416 -2.195210 -0.321231 -1.58 -1.58 -0.71 0.0899
H -1.326019 -1.833949 1.551821 -1.25 -0.86 -0.39 0.1359
H -2.670723 0.266031 -2.143724 -0.12 0.48 0.05 -0.0009
H -1.032194 0.463694 -2.253163 0.03 0.57 -0.16 -0.0071
```
Forces are in eV/Å.

Calculated values
HOMO (alpha / beta) = -0.2935 / -0.3599 Eh
Largest force on an atom = 0.0934 hartree/bohr
Relative energy (zero: lowest compared OMol25 entry of this formula, charge and spin) = 669.3 kJ/mol
E_tot = -16563.7831 eV
Net charge = 0
E_LUMO (alpha / beta) = -0.6840 / -1.4099 eV



(5)
Molecular formula: C5H15N2O7PS2Si2
Method: DFT, ωB97M-V/def2-TZVPD

XYZ file:
```
34
Properties=species:S:1:pos:R:3:forces:R:3:lowdin_charge:R:1
N 4.967870 -1.392676 3.477861 -0.42 -0.52 -0.07 -0.0894
Si 4.747395 -2.315813 2.040130 0.73 -0.22 0.52 0.0496
S 4.701036 -1.052728 0.327025 -0.62 -0.12 -0.45 0.4686
O 3.347896 -3.210087 2.056720 0.08 0.54 -0.53 -0.3608
Si 1.973974 -2.763227 1.283693 -0.39 -0.44 0.35 0.3002
N 0.820249 -4.061065 1.442953 0.11 -0.29 -0.62 0.0420
C 0.649723 -4.796911 0.479002 0.18 0.83 0.96 -0.4080
O 0.487611 -5.486787 -0.426845 -0.27 -0.61 -0.50 0.1982
P 0.912448 -1.050791 2.266242 -0.78 -0.05 -1.70 0.0288
O 1.931195 0.044382 2.780687 0.54 0.36 0.46 -0.2364
O 0.260650 -1.566742 3.611605 0.02 -0.25 0.72 -0.2114
S -0.333079 -0.394026 0.942989 0.17 -0.10 0.03 0.3241
H 5.319653 -2.004801 4.207079 0.21 0.14 0.12 0.0280
H 4.080953 -1.034136 3.819546 0.10 0.41 0.01 0.0165
H 5.865253 -3.265553 1.963435 0.00 -0.02 0.00 -0.0128
H 5.729615 -0.284325 0.662087 0.28 0.12 0.34 -0.1895
H 2.174162 -2.488470 -0.142483 0.11 0.08 -0.03 0.0084
H 1.983768 0.739775 2.106145 0.06 0.05 0.19 0.0750
H -0.417548 -2.223141 3.391840 -0.04 0.05 0.19 0.0757
C -3.579694 4.006086 -4.291150 0.00 0.05 0.19 -0.0656
C -2.957656 2.629643 -4.207148 -0.07 0.04 -0.29 -0.2139
O -2.332194 2.403391 -2.935148 0.06 0.00 -0.02 0.0369
C -3.160412 2.076013 -1.944606 0.06 0.00 0.00 -0.6154
O -4.352064 1.935636 -2.034962 -0.12 0.00 0.00 0.1221
O -2.439914 1.925660 -0.837604 0.06 -0.02 0.09 -0.0113
C -3.200750 1.609284 0.331415 -0.06 0.01 0.19 -0.0651
H -2.840965 4.771090 -4.051315 0.03 0.01 -0.07 0.0808
H -3.957835 4.186820 -5.296991 0.01 -0.01 -0.03 0.0791
H -4.406635 4.101535 -3.589528 -0.04 -0.04 -0.02 0.0753
H -2.155615 2.525447 -4.934485 0.09 -0.01 0.07 0.1213
H -3.691210 1.848364 -4.398674 -0.05 -0.01 0.10 0.1219
H -3.842855 0.749549 0.157872 -0.05 0.01 -0.07 0.0976
H -3.802253 2.465214 0.633437 -0.07 0.00 -0.07 0.0982
H -2.482777 1.373386 1.109162 0.08 0.04 -0.06 0.0312
```
Forces are in eV/Å.

Calculated values
HOMO = -0.3387 Eh
Largest force on an atom = 0.0363 hartree/bohr
E_tot = -69463.3278 eV
Net charge = 0
E_LUMO = 0.2686 eV



(6)
Molecular formula: C3N2O4
Method: DFT, ωB97M-V/def2-TZVPD

XYZ file:
```
9
Properties=species:S:1:pos:R:3:forces:R:3:lowdin_charge:R:1
C 2.116064 0.087223 0.162424 0.31 1.28 -0.29 -0.3129
C -0.646444 -1.976085 -0.123390 -1.71 -2.45 0.89 -0.2538
C -1.458247 1.779906 -0.100834 1.45 1.20 0.42 -0.4142
N 1.050150 -0.371783 0.006277 -3.11 -1.94 -0.67 0.1100
N 0.094473 -1.198416 0.419991 1.43 1.09 0.52 0.1266
O 2.977050 0.840884 0.021978 2.33 0.63 0.47 0.1749
O -1.431039 -2.854240 -0.197338 0.85 1.33 -0.87 0.1677
O -1.700130 2.345810 0.882828 -0.80 -0.51 -0.02 0.2077
O -1.001876 1.346699 -1.071936 -0.74 -0.63 -0.45 0.1941
```
Forces are in eV/Å.

Calculated values
HOMO = -0.3784 Eh
Largest force on an atom = 0.0724 hartree/bohr
Relative energy (zero: lowest compared OMol25 entry of this formula, charge and spin) = 12.9 kJ/mol
E_tot = -14279.2941 eV
Net charge = 0
E_LUMO = -0.1260 eV



Please write out number 1 again, unchanged.
Molecular formula: C3HBrNO3
Method: DFT, ωB97M-V/def2-TZVPD

XYZ file:
```
9
Properties=species:S:1:pos:R:3:forces:R:3:lowdin_charge:R:1
C 0.382782 1.178080 -0.385691 0.23 -5.58 1.25 -0.5025
C 0.153768 2.360255 -0.865279 0.85 5.12 -1.21 -0.3763
C -0.433505 -1.686407 1.634448 -0.61 -0.92 -0.28 -0.4752
N -0.807541 -2.394193 0.726888 0.21 -0.36 -1.06 0.1582
O 0.623026 3.486527 -1.018563 -1.25 -1.76 0.21 -0.0386
O -0.234456 -1.218609 2.678927 0.32 0.46 0.28 0.1334
O 0.098229 0.128332 0.163067 0.20 2.38 -0.13 -0.0861
Br 0.826580 0.492294 -2.648849 0.12 0.20 -0.39 0.0948
H -0.608883 -2.346280 -0.284949 -0.05 0.46 1.33 0.0923
```
Forces are in eV/Å.

Calculated values
HOMO = -0.1409 Eh
Largest force on an atom = 0.1113 hartree/bohr
Relative energy (zero: lowest compared OMol25 entry of this formula, charge and spin) = 85.1 kJ/mol
E_tot = -80801.9741 eV
Net charge = -1
E_LUMO = 3.3597 eV



Question: Which value of E_tot does entry 1 give?
Answer: -80801.9741 eV



Question: Among the records above, which one has the lowest net charge?
Answer: C3HBrNO3



Question: Among the records above, which one has the lowest net charge?
Answer: C3HBrNO3